[1]
# C45H44BiF6N8O4S

A molecular structure, C45H44BiF6N8O4S (wB97M-V/def2-TZVPD, the Open Molecules 2025 dataset).

The geometry in XYZ format:
```
109
C45H44BiF6N8O4S wB97M-V/def2-TZVPD
Bi 2.173 -0.244 -0.424
C 4.733 -3.818 0.159
C 5.065 -2.566 -0.660
C 5.216 -1.275 0.171
N 4.459 -0.180 -0.441
C 5.007 1.007 -0.632
C 6.194 1.412 0.016
C 7.090 2.426 -0.270
C 7.146 3.293 -1.348
C 6.166 3.398 -2.331
C 4.918 2.824 -2.412
C 4.246 1.893 -1.562
N 2.980 1.618 -1.644
C 2.069 2.269 -2.563
C 1.647 1.279 -3.680
C 2.566 0.055 -3.755
N 2.235 -0.942 -2.744
C 1.551 -2.028 -3.045
C 1.194 -2.402 -4.367
C 0.387 -3.410 -4.877
C -0.389 -4.364 -4.249
C -0.428 -4.555 -2.868
C 0.325 -3.979 -1.876
C 1.323 -2.951 -1.886
N 2.079 -2.728 -0.845
C 2.135 -3.745 0.200
C 3.446 -3.728 0.983
H 5.559 -4.028 0.852
H 4.680 -4.675 -0.525
H 4.276 -2.404 -1.387
H 5.983 -2.737 -1.231
H 6.273 -1.009 0.224
H 4.864 -1.415 1.196
H 6.414 0.848 0.912
H 7.901 2.518 0.448
H 8.013 3.936 -1.433
H 6.397 4.076 -3.149
H 4.340 3.131 -3.274
H 2.487 3.183 -2.985
H 1.193 2.562 -1.991
H 1.640 1.790 -4.646
H 0.629 0.925 -3.493
H 3.598 0.365 -3.575
H 2.548 -0.347 -4.764
H 1.623 -1.785 -5.140
H 0.331 -3.410 -5.963
H -1.017 -4.994 -4.866
H -1.145 -5.291 -2.514
H 0.080 -4.317 -0.877
H 2.020 -4.734 -0.264
H 1.302 -3.621 0.906
H 3.409 -4.580 1.671
H 3.467 -2.840 1.605
C -1.887 1.675 5.486
C -1.765 2.933 4.639
N -1.200 2.686 3.312
C 0.145 2.835 3.117
C 0.811 2.583 1.963
C 2.345 2.677 1.985
O 2.840 3.438 2.829
O 2.912 1.912 1.156
C 0.057 2.218 0.803
O 0.492 1.906 -0.310
C -1.406 2.255 0.975
C -2.197 2.129 -0.161
C -3.551 2.046 -0.030
F -4.337 2.059 -1.135
C -4.145 1.929 1.223
C -3.375 2.124 2.355
C -2.000 2.380 2.236
N -5.495 1.499 1.364
C -6.154 0.820 0.260
C -7.232 -0.115 0.871
N -6.995 -0.097 2.353
C -7.343 1.251 2.905
C -6.437 2.268 2.147
H -2.277 1.919 6.478
H -0.915 1.204 5.597
H -2.548 0.942 5.019
H -1.114 3.654 5.130
H -2.735 3.418 4.513
H 0.729 3.110 3.986
H -1.717 2.086 -1.131
H -3.827 1.999 3.331
H -5.428 0.228 -0.289
H -6.626 1.515 -0.438
H -7.138 -1.139 0.519
H -8.246 0.238 0.695
H -5.965 -0.124 2.425
H -7.419 -0.871 2.851
H -7.155 1.228 3.976
H -8.401 1.423 2.727
H -5.908 2.902 2.852
H -7.056 2.913 1.510
S 1.438 -0.396 4.626
C 2.059 -0.667 3.123
N 2.521 -0.971 2.094
F -5.917 -2.203 -0.441
C -4.588 -1.921 -0.585
C -3.665 -2.393 0.333
F -4.109 -3.130 1.376
C -2.326 -2.124 0.186
F -1.480 -2.614 1.104
C -1.783 -1.331 -0.880
O -0.550 -1.115 -0.983
C -2.787 -0.869 -1.786
F -2.408 -0.120 -2.835
C -4.126 -1.170 -1.653
F -5.016 -0.740 -2.561
```

Total charge: -1
Largest force on an atom, eV/A: 0.66
Molecular weight, Da: 1115.934
Highest occupied orbital energy, eV: -3.872
LUMO energy, eV: 0.47

---

[2]
# C45H44ClFN9O8PbS2

A molecular structure, C45H44ClFN9O8PbS2 (wB97M-V/def2-TZVPD, the Open Molecules 2025 dataset).

The geometry in XYZ format:
```
111
C45H44ClFN9O8PbS2 wB97M-V/def2-TZVPD
Pb 0.562 2.157 0.704
N 0.794 6.529 -1.942
C 1.373 5.468 -1.316
S 1.980 4.210 -2.478
N 1.480 5.461 -0.049
N 1.856 4.375 0.678
C 2.854 4.462 1.456
C 3.207 3.348 2.349
C 4.344 3.433 3.126
C 4.676 2.363 3.948
C 3.866 1.250 3.951
C 2.738 1.245 3.141
N 2.415 2.264 2.363
H 0.933 6.644 -2.929
H 0.573 7.338 -1.384
H 3.477 5.355 1.472
H 4.964 4.319 3.083
H 5.562 2.404 4.567
H 4.091 0.389 4.564
H 2.079 0.388 3.112
C -4.256 3.851 8.619
C -3.364 3.595 7.434
C -2.993 2.300 7.083
C -2.098 2.071 6.049
C -1.581 3.150 5.349
C -1.957 4.449 5.663
C -2.853 4.662 6.696
S -0.293 2.872 4.164
O 0.420 1.708 4.631
O 0.435 4.118 4.072
N -0.896 2.493 2.724
C -2.052 3.001 2.158
C -3.287 3.209 2.811
C -4.372 3.639 2.088
C -4.262 3.869 0.719
C -3.034 3.633 0.148
N -1.964 3.211 0.832
H -4.774 2.946 8.933
H -4.999 4.618 8.396
H -3.663 4.208 9.464
H -3.399 1.464 7.639
H -1.780 1.070 5.790
H -1.534 5.271 5.103
H -3.152 5.672 6.949
H -3.389 3.007 3.863
H -5.322 3.780 2.589
H -5.099 4.209 0.126
H -2.879 3.797 -0.912
F -3.180 -3.289 -1.554
C -1.847 -3.394 -1.328
C -1.197 -2.346 -0.741
C 0.186 -2.379 -0.576
C 0.866 -1.250 0.078
O 0.197 -0.417 0.706
C 2.296 -1.235 -0.078
C 2.911 -2.331 -0.576
N 2.279 -3.472 -0.981
C 3.052 -4.607 -1.420
C 4.265 -4.988 -0.637
C 3.042 -5.854 -0.581
C 0.901 -3.485 -1.052
C 0.205 -4.583 -1.574
C -1.172 -4.559 -1.716
N -1.845 -5.714 -2.184
C -3.285 -5.875 -2.050
C -3.607 -7.370 -2.242
N -2.369 -8.145 -1.900
C -1.321 -7.943 -2.960
C -1.327 -6.449 -3.323
C 3.165 -0.015 0.219
O 4.230 -0.212 0.797
O 2.691 1.074 -0.227
H -1.748 -1.474 -0.415
H 3.989 -2.339 -0.666
H 3.088 -4.724 -2.498
H 4.502 -4.402 0.240
H 5.127 -5.336 -1.188
H 2.461 -5.830 0.332
H 3.060 -6.810 -1.086
H 0.760 -5.464 -1.865
H -3.862 -5.295 -2.776
H -3.583 -5.556 -1.054
H -3.862 -7.615 -3.271
H -4.422 -7.687 -1.597
H -2.564 -9.135 -1.757
H -2.000 -7.752 -1.030
H -1.572 -8.574 -3.811
H -0.369 -8.265 -2.545
H -1.949 -6.278 -4.210
H -0.320 -6.127 -3.568
C -0.564 0.740 -6.243
C 0.813 0.852 -5.650
C 1.919 1.128 -6.449
C 3.177 1.259 -5.886
Cl 4.524 1.673 -6.903
C 3.374 1.086 -4.525
C 2.281 0.809 -3.720
C 1.019 0.711 -4.280
O -0.070 0.447 -3.458
C -0.871 1.561 -3.080
C -0.166 2.898 -3.236
O -0.433 3.726 -4.047
O 0.819 3.008 -2.287
H -0.508 0.466 -7.295
H -1.089 1.696 -6.173
H -1.157 -0.006 -5.713
H 1.794 1.250 -7.517
H 4.362 1.180 -4.095
H 2.396 0.717 -2.647
H -1.140 1.429 -2.035
H -1.773 1.593 -3.693
```

Total charge: +1
Largest force on an atom, eV/A: 0.62
Relative energy (zero: lowest compared OMol25 entry of this formula, charge and spin), eV: 1.2238
Molecular weight, Da: 1164.687
Highest occupied orbital energy, eV: -9.134
LUMO energy, eV: -3.19

---

[3]
# C45H44ClFN9O8PbS2

A molecular structure, C45H44ClFN9O8PbS2 (wB97M-V/def2-TZVPD, the Open Molecules 2025 dataset).

The geometry in XYZ format:
```
111
C45H44ClFN9O8PbS2 wB97M-V/def2-TZVPD
Pb -0.120 -0.024 -0.236
N 4.390 -0.447 0.885
C 3.150 0.076 0.684
S 2.493 -0.001 -0.897
N 2.579 0.584 1.742
N 1.310 0.971 1.662
C 0.803 1.761 2.510
C -0.610 2.111 2.444
C -1.133 3.076 3.292
C -2.457 3.446 3.134
C -3.211 2.838 2.145
C -2.610 1.867 1.359
N -1.343 1.510 1.518
H 4.968 -0.569 0.070
H 4.848 -0.175 1.741
H 1.420 2.229 3.274
H -0.501 3.545 4.034
H -2.890 4.210 3.767
H -4.242 3.115 1.976
H -3.151 1.350 0.577
C -3.695 7.274 -4.444
C -2.884 6.303 -3.630
C -3.442 5.663 -2.523
C -2.697 4.773 -1.770
C -1.379 4.520 -2.133
C -0.796 5.155 -3.215
C -1.554 6.050 -3.957
S -0.475 3.319 -1.202
O -0.526 3.721 0.176
O 0.822 3.146 -1.804
N -1.362 1.956 -1.369
C -1.308 1.323 -2.590
C -1.892 1.786 -3.776
C -1.749 1.033 -4.923
C -1.054 -0.175 -4.895
C -0.547 -0.597 -3.686
N -0.690 0.147 -2.587
H -4.763 7.103 -4.317
H -3.451 7.202 -5.504
H -3.480 8.297 -4.127
H -4.471 5.866 -2.253
H -3.111 4.262 -0.909
H 0.236 4.940 -3.459
H -1.107 6.561 -4.801
H -2.441 2.716 -3.766
H -2.186 1.385 -5.849
H -0.916 -0.769 -5.786
H -0.016 -1.532 -3.556
F 3.030 -2.028 5.716
C 3.075 -2.789 4.593
C 2.360 -2.370 3.509
C 2.430 -3.063 2.304
C 1.617 -2.599 1.168
O 0.830 -1.669 1.351
C 1.843 -3.301 -0.060
C 2.705 -4.345 -0.081
N 3.406 -4.808 0.989
C 4.264 -5.958 0.834
C 5.149 -6.043 -0.366
C 5.750 -5.794 0.985
C 3.266 -4.179 2.213
C 3.923 -4.639 3.359
C 3.842 -3.962 4.566
N 4.465 -4.511 5.716
C 4.255 -3.925 7.037
C 4.783 -4.915 8.090
N 4.728 -6.281 7.482
C 5.783 -6.411 6.424
C 5.788 -5.105 5.612
C 1.160 -2.947 -1.374
O 1.581 -3.509 -2.378
O 0.189 -2.121 -1.318
H 1.730 -1.491 3.567
H 2.853 -4.864 -1.018
H 3.823 -6.880 1.197
H 5.135 -5.214 -1.060
H 5.284 -7.005 -0.838
H 6.123 -4.796 1.176
H 6.310 -6.584 1.466
H 4.486 -5.558 3.295
H 3.190 -3.765 7.183
H 4.761 -2.964 7.167
H 4.174 -4.882 8.990
H 5.815 -4.714 8.368
H 3.819 -6.361 7.019
H 4.814 -7.018 8.180
H 5.535 -7.269 5.803
H 6.746 -6.585 6.901
H 6.037 -5.316 4.579
H 6.550 -4.416 5.998
C -6.800 -2.105 0.239
C -6.191 -3.178 1.097
C -6.742 -4.445 1.188
C -6.155 -5.416 1.989
Cl -6.879 -6.993 2.098
C -5.000 -5.142 2.689
C -4.431 -3.876 2.606
C -5.031 -2.896 1.830
O -4.575 -1.618 1.729
C -3.505 -1.212 2.545
C -2.087 -1.522 1.944
O -1.336 -2.149 2.668
O -1.968 -1.013 0.763
H -7.700 -2.464 -0.256
H -6.083 -1.776 -0.515
H -7.049 -1.231 0.843
H -7.639 -4.681 0.631
H -4.540 -5.910 3.295
H -3.506 -3.675 3.130
H -3.525 -1.658 3.537
H -3.558 -0.125 2.607
```

Total charge: +1
Largest force on an atom, eV/A: 1.62
Relative energy (zero: lowest compared OMol25 entry of this formula, charge and spin), eV: 2.0356
Molecular weight, Da: 1164.687
Highest occupied orbital energy, eV: -9.059
LUMO energy, eV: -3.96

---

[4]
# C45H44F6N5O4PtS

A molecular structure, C45H44F6N5O4PtS (wB97M-V/def2-TZVPD, the Open Molecules 2025 dataset).

The geometry in XYZ format:
```
106
C45H44F6N5O4PtS wB97M-V/def2-TZVPD
Pt 33.274 -7.264 3.219
C 35.335 -8.397 6.951
F 35.692 -8.997 8.069
F 35.275 -7.073 7.140
F 36.215 -8.671 5.979
S 33.667 -8.908 6.439
O 32.829 -8.380 7.471
O 33.475 -8.222 5.149
O 33.701 -10.324 6.271
N 34.604 -5.729 3.873
C 34.495 -5.251 5.120
C 35.218 -4.165 5.565
C 36.118 -3.561 4.707
C 36.303 -4.103 3.441
C 35.490 -5.154 3.057
H 33.861 -5.813 5.788
H 35.033 -3.806 6.569
H 36.666 -2.677 5.005
H 37.003 -3.693 2.730
H 35.666 -5.605 2.086
N 30.591 -4.271 8.165
C 31.231 -5.416 8.200
C 32.103 -5.772 9.210
C 32.256 -4.921 10.288
C 31.575 -3.717 10.258
C 30.754 -3.425 9.180
H 31.049 -6.097 7.376
H 32.685 -6.682 9.150
H 32.955 -5.166 11.076
H 31.650 -3.013 11.080
H 30.285 -2.458 9.045
N 31.522 -6.313 4.102
C 30.609 -6.910 4.838
C 29.660 -6.226 5.540
C 29.608 -4.840 5.432
C 30.537 -4.216 4.633
C 31.465 -4.996 3.994
H 30.591 -7.993 4.795
H 28.938 -6.724 6.168
H 28.888 -4.303 6.036
H 30.639 -3.150 4.492
H 32.276 -4.498 3.474
N 32.275 -8.950 2.509
C 31.150 -8.725 1.845
C 30.292 -9.724 1.452
C 30.663 -11.033 1.674
C 31.832 -11.275 2.375
C 32.571 -10.207 2.820
H 30.873 -7.722 1.539
H 29.347 -9.463 1.000
H 29.994 -11.828 1.369
H 32.126 -12.288 2.611
H 33.415 -10.331 3.489
N 28.951 -9.916 6.640
C 28.012 -10.458 5.886
C 28.249 -11.524 5.045
C 29.525 -12.087 5.025
C 30.507 -11.537 5.812
C 30.180 -10.430 6.572
H 27.030 -10.028 6.055
H 27.464 -11.996 4.467
H 29.723 -12.871 4.303
H 31.508 -11.949 5.798
H 30.943 -9.924 7.154
C 35.574 -12.975 5.505
O 34.645 -12.929 6.574
H 36.110 -12.020 5.331
H 36.326 -13.739 5.671
H 35.089 -13.140 4.520
H 34.144 -12.105 6.478
F 36.791 -5.826 14.113
C 36.674 -5.865 12.790
C 37.713 -5.345 12.037
C 37.648 -5.423 10.671
C 36.526 -5.973 10.056
C 35.487 -6.492 10.825
C 35.620 -6.519 12.198
H 38.545 -4.931 12.596
H 38.432 -5.024 10.040
H 36.469 -5.980 8.976
H 34.624 -6.892 10.310
H 34.856 -6.897 12.873
F 39.186 -6.658 2.749
C 39.409 -5.978 3.890
C 40.474 -5.097 3.973
C 40.851 -4.591 5.210
C 40.186 -5.011 6.363
C 39.070 -5.830 6.261
C 38.695 -6.320 5.025
H 40.931 -4.767 3.046
H 41.679 -3.895 5.239
H 40.553 -4.640 7.313
H 38.610 -6.160 7.182
H 37.833 -6.980 5.009
F 43.007 -11.553 4.163
C 41.732 -11.266 4.480
C 41.449 -10.029 4.998
C 40.145 -9.736 5.344
C 39.161 -10.709 5.211
C 39.465 -11.959 4.733
C 40.768 -12.235 4.354
H 42.223 -9.276 5.087
H 39.863 -8.806 5.818
H 38.161 -10.459 5.543
H 38.717 -12.735 4.655
H 41.007 -13.202 3.928
```

Multiplicity: 3
Total charge: +1
Largest force on an atom, eV/A: 1.83
Molecular weight, Da: 1060.011
Highest occupied orbital energy (alpha / beta), eV: -10.701 / -10.701
LUMO energy (alpha / beta), eV: -2.90 / -5.08